A cluster of 2 separate species, C6H9BrO2 in total, computed with ωB97M-V with the def2-TZVPD basis set.

Last column: Löwdin charge in e.
Geometry (Å):
1 O 0.3968 0.4782 -2.2538  -0.076
2 C 0.7262 1.4731 -1.2750  -0.240
3 C 1.1766 0.8482 -0.0041  -0.363
4 C 1.3991 1.7728 1.1408  -0.111
5 C 0.2301 0.7349 1.1384  -0.661
6 Br 0.2866 -0.6921 2.4081  0.692
7 H 0.9988 -0.2779 -2.2240  0.084
8 H 1.4422 2.2061 -1.7309  0.125
9 H -0.2054 2.2014 -1.1379  0.165
10 H 1.8767 0.0788 -0.1543  0.124
11 H 2.2567 1.5042 1.8866  0.136
12 H 1.2545 2.7922 0.9763  0.077
13 H -0.8291 0.9823 1.0336  0.083
14 C -2.0473 -3.2591 -0.2570  -0.006
15 C -2.4933 -2.2354 0.3659  -0.317
16 O -2.9355 -1.3291 0.9730  0.126
17 H -2.2516 -4.2337 0.1779  0.069
18 H -1.2819 -3.0449 -1.0635  0.094

SMILES: OC[C@H]1C[C@@H]1Br.C=C=O
Spin multiplicity: 1
HOMO energy (eV): -9.37
LUMO (eV): 0.7
Energy above the lowest of the compared OMol25 structures with the same formula, charge and spin (eV): 2.1308
Frontier orbital gap (Ha): 0.3709



A structure of composition C7H7Cl21CrO4S, computed with ωB97M-V with the def2-TZVPD basis set.

Last column: Löwdin charge in e.
Geometry (Å):
1 Cr 1.2894 1.8520 2.3784  0.242
2 S 1.1814 0.2684 0.6605  0.100
3 O 2.0993 1.3823 0.5369  -0.421
4 O 0.0059 1.0293 1.0303  -0.545
5 O 1.0574 -0.5981 -0.4326  -0.297
6 O 1.5677 -0.2247 1.9745  -0.398
7 C 0.3527 -3.9993 0.8799  -1.506
8 Cl -1.2835 -4.2440 0.3157  0.532
9 Cl 1.3188 -5.4692 0.4562  0.475
10 Cl 0.4555 -3.7864 2.6184  0.571
11 H 0.7239 -3.1288 0.3391  0.004
12 C 1.7371 4.6231 0.0400  -1.490
13 Cl 3.2864 5.4246 -0.1956  0.539
14 Cl 0.4376 5.7024 -0.5190  0.479
15 Cl 1.4940 4.2962 1.7545  0.597
16 H 1.7504 3.7653 -0.6325  -0.005
17 C -4.0913 -1.2757 0.7469  -1.483
18 Cl -2.6096 -0.2670 0.7701  0.584
19 Cl -5.0958 -1.1028 -0.7226  0.488
20 Cl -5.1572 -0.9118 2.1142  0.497
21 H -3.7095 -2.2895 0.8669  -0.009
22 C -1.5622 2.3271 -1.3281  -1.413
23 Cl -0.3361 3.0162 -2.4986  0.473
24 Cl -3.1108 2.1014 -2.1890  0.487
25 Cl -1.7515 3.4219 0.1080  0.516
26 H -1.0929 1.3797 -1.0628  -0.035
27 C -0.6176 -1.2900 -3.0135  -1.445
28 Cl -0.1628 -3.0398 -3.4250  0.438
29 Cl -2.3103 -1.0044 -3.3096  0.529
30 Cl 0.4194 -0.0404 -3.7878  0.545
31 H -0.5291 -1.3477 -1.9286  -0.028
32 C -0.6631 -0.7200 4.1855  -1.563
33 Cl 0.3722 -0.9420 5.6163  0.524
34 Cl -0.8799 0.9793 3.9267  0.614
35 Cl -2.1839 -1.5796 4.3227  0.529
36 H -0.1390 -1.1161 3.3157  -0.041
37 C 3.4398 -0.5778 -2.7540  -1.550
38 Cl 3.0546 -2.2747 -3.0243  0.504
39 Cl 3.7522 0.2597 -4.2727  0.507
40 Cl 4.8422 -0.5708 -1.6157  0.496
41 H 2.6479 -0.0281 -2.2452  -0.040

Total charge: -1
Spin multiplicity: 6
HOMO energy (spin up / spin down) (eV): -3.31 / -6.33
LUMO (spin up / spin down) (eV): 2.2 / 2.2
Frontier orbital gap (spin up / spin down) (Ha): 0.2019 / 0.3123



A structure of composition C27H23FeN5S2, computed with ωB97M-V with the def2-TZVPD basis set.

Last column: Löwdin charge in e.
Geometry (Å):
1 Fe -0.1075 -0.0342 0.3671  1.048
2 C 2.8810 -0.1307 -0.9353  -0.155
3 N 1.9491 -0.0694 0.2045  -0.081
4 C 2.4491 -0.0374 1.4070  -0.056
5 C 1.5799 0.0314 2.5251  -0.322
6 C 1.7856 0.0096 3.9006  -0.014
7 C 0.5182 0.0563 4.4938  -0.060
8 C -0.4122 0.1056 3.4608  -0.116
9 N 0.2134 0.0961 2.2687  -0.079
10 C 3.7280 -1.3822 -0.9400  -0.229
11 C 3.1403 -2.6449 -0.9126  -0.038
12 C 3.9213 -3.7874 -0.9006  -0.062
13 C 5.3074 -3.6830 -0.9225  -0.072
14 C 5.9016 -2.4327 -0.9569  -0.068
15 C 5.1131 -1.2879 -0.9622  -0.042
16 H 3.5392 0.7426 -0.9156  0.116
17 H 2.2910 -0.0551 -1.8505  0.122
18 H 3.5282 -0.0786 1.5504  0.154
19 H 2.7403 -0.0385 4.4001  0.115
20 H 0.2913 0.0602 5.5467  0.103
21 H -1.4882 0.1570 3.5254  0.118
22 H 2.0619 -2.7367 -0.9019  0.081
23 H 3.4527 -4.7634 -0.8748  0.103
24 H 5.9189 -4.5752 -0.9134  0.109
25 H 6.9796 -2.3437 -0.9745  0.109
26 H 5.5846 -0.3120 -0.9841  0.113
27 S -4.0932 1.8192 -0.3065  1.073
28 C -4.3972 0.1401 -0.2194  -0.396
29 C -3.2501 -0.5866 -0.0942  -0.208
30 C -2.0741 0.2221 -0.0671  -0.256
31 C -2.4073 1.5500 -0.1787  -0.538
32 C -1.3825 2.5907 -0.1766  -0.273
33 C -1.6268 3.9568 -0.2285  -0.003
34 C -0.5558 4.8308 -0.2207  -0.028
35 C 0.7373 4.3296 -0.1624  -0.037
36 C 0.9036 2.9603 -0.1077  -0.098
37 N -0.1258 2.1114 -0.1132  0.031
38 H -5.4125 -0.2218 -0.2639  0.073
39 H -3.2581 -1.6649 -0.0108  0.092
40 H -2.6427 4.3242 -0.2765  0.111
41 H -0.7276 5.8982 -0.2598  0.121
42 H 1.5984 4.9813 -0.1563  0.114
43 H 1.8880 2.5145 -0.0569  0.103
44 N -0.1683 -6.9135 -1.5969  0.093
45 C 0.2943 -6.4314 -0.4291  -0.820
46 S 1.0650 -7.3378 0.6848  0.741
47 C 0.0788 -4.9259 -0.2355  -0.190
48 C -0.4880 -4.1072 -1.2090  0.007
49 C -0.6120 -2.7516 -0.9630  -0.117
50 N -0.2030 -2.1936 0.1789  -0.025
51 C 0.3243 -2.9742 1.1288  -0.085
52 C 0.4794 -4.3361 0.9581  -0.019
53 H -0.0985 -7.9085 -1.7410  0.107
54 H -0.7982 -6.4087 -2.1934  0.092
55 H -0.8204 -4.4669 -2.1715  0.113
56 H -1.0504 -2.0911 -1.7013  0.121
57 H 0.6408 -2.4841 2.0408  0.118
58 H 0.9174 -4.9426 1.7370  0.086

Total charge: +1
Spin multiplicity: 6
HOMO energy (spin up / spin down) (eV): -11.11 / -11.10
LUMO (spin up / spin down) (eV): -3.4 / -4.1
Energy above the lowest of the compared OMol25 structures with the same formula, charge and spin (eV): 0.0000
Frontier orbital gap (spin up / spin down) (Ha): 0.2826 / 0.2584



A cluster of 3 separate species, C8H13O2S in total, computed with ωB97M-V with the def2-TZVPD basis set.

Last column: Löwdin charge in e.
Geometry (Å):
1 O 1.4193 -2.1809 2.1594  -0.619
2 H 1.5309 -1.7700 1.2797  -0.238
3 C 1.6941 0.5612 -1.6306  -0.352
4 S 0.8920 -0.8816 -1.8182  0.821
5 O 0.7962 -1.2070 -3.2899  -0.585
6 C 2.2605 -1.9733 -1.3024  -0.274
7 H 0.9865 1.3339 -1.8220  0.041
8 H 2.1878 1.1642 -2.3444  0.061
9 H 2.1412 0.5466 -0.6917  0.043
10 H 3.0141 -2.1598 -2.2329  0.113
11 H 1.9753 -2.9806 -1.2639  0.005
12 H 2.4800 -1.8366 -0.1637  0.060
13 C -3.1105 0.2585 1.0522  -0.079
14 C -2.7848 1.6613 0.5357  -0.142
15 C -1.5737 2.2066 0.4754  -0.157
16 C -0.4875 1.5496 1.1052  -0.158
17 C -0.6868 0.4129 1.8492  -0.062
18 C -2.0154 -0.4164 1.7374  -0.037
19 H -4.0866 -0.1696 0.6522  0.093
20 H -3.6067 2.2008 0.1752  0.056
21 H -1.3711 3.1698 -0.0830  0.115
22 H 0.4637 1.9737 1.0636  0.069
23 H 0.1730 0.0404 2.6047  0.124
24 H -2.2915 -1.5036 1.9528  0.103

Total charge: -1
Spin multiplicity: 1
HOMO energy (eV): -2.88
LUMO (eV): 3.1
Energy above the lowest of the compared OMol25 structures with the same formula, charge and spin (eV): 3.4656
Frontier orbital gap (Ha): 0.2215



A structure of composition C49H54BiN6O2S2Sb, computed with ωB97M-V with the def2-TZVPD basis set.

Last column: Löwdin charge in e.
Geometry (Å):
1 Bi 0.2222 -0.0683 -0.3725  1.691
2 C -2.4017 -3.2146 -0.2526  -0.019
3 C -3.1314 -1.9302 -0.0335  -0.330
4 C -4.5189 -1.8507 -0.1239  -0.014
5 C -5.1411 -0.6507 0.1753  -0.060
6 C -4.3647 0.4408 0.5276  -0.139
7 C -2.9856 0.2919 0.5315  -0.477
8 N -2.4062 -0.8606 0.2720  -0.080
9 Sb -1.8441 2.1651 0.9322  1.493
10 C -0.7179 1.7110 2.7778  -0.452
11 C -1.1506 2.4191 3.8895  -0.134
12 C -0.4300 2.2735 5.0643  -0.067
13 C 0.6890 1.4607 5.0598  -0.017
14 C 1.0338 0.7816 3.8913  -0.336
15 C 2.2441 -0.0857 3.8235  -0.042
16 N 0.3080 0.9044 2.7854  0.010
17 C -0.6666 2.8078 -0.8679  -0.454
18 C -0.7919 4.1573 -1.1535  -0.117
19 C 0.0236 4.7086 -2.1280  -0.040
20 C 0.9552 3.8981 -2.7539  0.002
21 C 1.0072 2.5458 -2.4330  -0.292
22 C 2.0146 1.6177 -3.0132  0.000
23 N 0.1641 2.0379 -1.5412  -0.108
24 H -3.0639 -3.9734 -0.6624  0.084
25 H -1.9922 -3.5735 0.6917  0.050
26 H -1.5577 -3.0570 -0.9175  0.048
27 H -5.0971 -2.7074 -0.4390  0.110
28 H -6.2176 -0.5650 0.1219  0.108
29 H -4.8016 1.4018 0.7628  0.084
30 H -2.0162 3.0679 3.8277  0.076
31 H -0.7244 2.8049 5.9604  0.105
32 H 1.3012 1.3581 5.9446  0.109
33 H 2.6403 -0.2973 4.8139  0.078
34 H 3.0084 0.4281 3.2392  0.082
35 H 2.0075 -1.0135 3.3076  0.015
36 H -1.5013 4.7544 -0.5940  0.084
37 H -0.0371 5.7617 -2.3661  0.110
38 H 1.6508 4.3091 -3.4685  0.114
39 H 2.5604 2.0895 -3.8242  0.089
40 H 1.5184 0.7178 -3.3660  0.048
41 H 2.7183 1.3307 -2.2312  0.087
42 O 2.8765 2.9890 1.5172  0.049
43 C 2.5935 1.9829 0.8859  -0.624
44 O 1.3907 1.7218 0.5167  -0.299
45 C 3.7110 1.0477 0.4962  -0.170
46 C 4.9592 1.6480 0.3299  -0.028
47 C 6.1005 0.9032 0.1144  -0.083
48 C 6.0105 -0.4794 0.0431  -0.091
49 C 4.7813 -1.0893 0.1703  -0.131
50 C 3.6253 -0.3405 0.3964  -0.560
51 S 2.1669 -1.3045 0.6581  0.581
52 H 5.0073 2.7246 0.4065  0.116
53 H 7.0573 1.3957 0.0241  0.098
54 H 6.8953 -1.0821 -0.1043  0.100
55 H 4.6880 -2.1643 0.1329  0.091
56 C -3.0377 -5.4734 5.3640  -0.010
57 C -1.9226 -5.1668 4.4233  -0.283
58 C -1.0714 -6.0965 3.8915  0.020
59 C -0.0808 -5.6487 2.9732  -0.311
60 N 0.0054 -4.4013 2.6028  0.108
61 C -0.8196 -3.4750 3.1074  -0.822
62 S -0.8029 -1.8837 2.6847  0.732
63 N -1.7664 -3.8813 4.0498  0.093
64 C 0.8999 -6.5958 2.3711  -0.017
65 H -2.9956 -6.5079 5.6883  0.084
66 H -3.9917 -5.3023 4.8644  0.095
67 H -2.9954 -4.8240 6.2367  0.091
68 H -1.1536 -7.1356 4.1596  0.111
69 H -2.3546 -3.1472 4.4258  0.134
70 H 0.8777 -7.5635 2.8633  0.076
71 H 1.8967 -6.1662 2.4336  0.090
72 H 0.6737 -6.7245 1.3137  0.089
73 C -2.1511 0.1058 -6.8423  -0.051
74 C -2.0369 0.2978 -5.3579  -0.275
75 C -2.9428 1.1060 -4.6917  -0.030
76 C -2.8489 1.2267 -3.3154  -0.257
77 C -3.8161 2.0925 -2.5619  -0.036
78 C -1.8822 0.5093 -2.6332  -0.064
79 C -0.9076 -0.2887 -3.2600  -0.312
80 C -1.0228 -0.3386 -4.6638  -0.014
81 N 0.0593 -0.9401 -2.5189  -0.122
82 C 0.7221 -2.1398 -3.0710  -0.444
83 C 1.8112 -1.8528 -4.1339  -0.084
84 C 2.4096 -3.1578 -4.6678  -0.287
85 C 1.3132 -4.0446 -5.2552  -0.116
86 C 0.3073 -4.3926 -4.1619  -0.288
87 C 1.0088 -5.1184 -3.0183  -0.121
88 C 2.0825 -4.1984 -2.4470  -0.281
89 C 3.1103 -3.8985 -3.5336  -0.120
90 C 1.4589 -2.8899 -1.9539  -0.171
91 C -0.3342 -3.1135 -3.6350  -0.081
92 H -2.7281 0.9093 -7.2918  0.071
93 H -2.6582 -0.8346 -7.0636  0.082
94 H -1.1722 0.0707 -7.3151  0.076
95 H -3.7113 1.6295 -5.2416  0.109
96 H -4.2936 2.8046 -3.2303  0.078
97 H -3.3085 2.6396 -1.7637  0.045
98 H -4.5912 1.4769 -2.1067  0.072
99 H -1.9120 0.5635 -1.5620  0.001
100 H -0.3259 -0.8924 -5.2670  0.087
101 H 2.6082 -1.2634 -3.6746  0.120
102 H 1.4284 -1.2757 -4.9726  0.103
103 H 3.1355 -2.9139 -5.4537  0.140
104 H 1.7528 -4.9595 -5.6585  0.118
105 H 0.8078 -3.5293 -6.0759  0.120
106 H -0.4785 -5.0348 -4.5796  0.140
107 H 1.4619 -6.0462 -3.3765  0.118
108 H 0.2836 -5.3772 -2.2440  0.116
109 H 2.5771 -4.6875 -1.5997  0.141
110 H 3.5482 -4.8292 -3.9045  0.119
111 H 3.9191 -3.2849 -3.1306  0.119
112 H 2.2619 -2.2597 -1.5777  0.042
113 H 0.7795 -3.0982 -1.1250  0.091
114 H -1.0346 -3.3575 -2.8348  0.108
115 H -0.9134 -2.6488 -4.4286  0.105

Spin multiplicity: 1
HOMO energy (eV): -6.91
LUMO (eV): 0.0
Energy above the lowest of the compared OMol25 structures with the same formula, charge and spin (eV): 0.9167
Frontier orbital gap (Ha): 0.2533



A structure of composition C16H43ClFNO7P2S, computed with ωB97M-V with the def2-TZVPD basis set.

Last column: Löwdin charge in e.
Geometry (Å):
1 C -0.7376 4.0718 -3.5340  -0.165
2 C -2.0158 3.7635 -2.7231  -0.427
3 P -3.2402 2.8968 -3.7840  0.947
4 C -3.0057 1.1182 -3.3701  -0.407
5 C -1.5264 0.7998 -3.1038  -0.151
6 N -4.7857 3.4156 -3.0278  -0.625
7 P -6.1820 3.5987 -4.1054  0.503
8 O -5.5052 4.5677 -5.2172  -0.379
9 Cl -6.0931 1.8661 -5.2128  0.239
10 S -5.2934 2.8775 -1.5528  0.454
11 O -6.2256 3.7927 -1.0022  -0.266
12 O -5.5405 1.4803 -1.5221  -0.261
13 F -3.9475 3.0884 -0.7765  -0.151
14 H -0.7834 3.6218 -4.5294  0.048
15 H -0.6248 5.1433 -3.6967  0.067
16 H 0.1523 3.6716 -3.0541  0.051
17 H -2.4904 4.6881 -2.3900  0.070
18 H -1.7687 3.1982 -1.8258  0.061
19 H -3.6093 0.7843 -2.5292  0.056
20 H -3.3595 0.5722 -4.2464  0.056
21 H -0.8356 1.3959 -3.7020  0.058
22 H -1.2798 0.9462 -2.0529  0.071
23 H -1.3180 -0.2436 -3.3384  0.071
24 H -5.0099 5.2944 -4.8221  0.054
25 C 0.8305 -2.1266 -0.6566  -0.055
26 C 1.7808 -1.7750 -1.7875  -0.488
27 C 3.2334 -1.8702 -1.3470  -0.062
28 O 1.4942 -0.4721 -2.2986  -0.071
29 H 0.9670 -1.4390 0.1807  0.071
30 H -0.2063 -2.0640 -0.9894  0.078
31 H 1.0165 -3.1355 -0.2851  0.077
32 H 1.6144 -2.4441 -2.6345  0.138
33 H 3.4211 -1.1741 -0.5244  0.084
34 H 3.9032 -1.6190 -2.1702  0.073
35 H 3.4726 -2.8754 -0.9964  0.079
36 H 1.6194 0.1570 -1.5789  0.084
37 C 4.6394 3.9446 -3.0000  -0.063
38 C 3.6156 2.8567 -2.7189  -0.498
39 C 4.2454 1.4729 -2.6943  -0.056
40 O 2.5506 2.9047 -3.6676  -0.059
41 H 5.0990 3.7832 -3.9794  0.081
42 H 4.1650 4.9259 -3.0059  0.078
43 H 5.4317 3.9438 -2.2502  0.079
44 H 3.1337 3.0549 -1.7585  0.137
45 H 4.6964 1.2513 -3.6663  0.088
46 H 3.4911 0.7113 -2.4950  0.040
47 H 5.0279 1.4087 -1.9365  0.086
48 H 2.9216 2.7204 -4.5376  0.091
49 C 1.3090 -3.7278 4.1232  -0.064
50 C 2.2286 -3.3298 2.9815  -0.501
51 C 3.6960 -3.4586 3.3579  -0.061
52 O 1.9389 -2.0045 2.5369  -0.064
53 H 1.4755 -3.0753 4.9861  0.082
54 H 0.2626 -3.6319 3.8360  0.073
55 H 1.4944 -4.7571 4.4357  0.082
56 H 2.0225 -3.9601 2.1132  0.132
57 H 3.9270 -2.7989 4.1994  0.081
58 H 4.3335 -3.1753 2.5202  0.076
59 H 3.9399 -4.4803 3.6525  0.080
60 H 2.1000 -1.4029 3.2723  0.089
61 C -1.3239 -4.1881 7.3420  -0.060
62 C -1.8249 -2.8985 6.7113  -0.508
63 C -3.0825 -2.3837 7.3922  -0.063
64 O -2.0409 -3.0722 5.3123  -0.059
65 H -2.0811 -4.9718 7.2477  0.082
66 H -0.4178 -4.5307 6.8419  0.068
67 H -1.1080 -4.0521 8.4027  0.080
68 H -1.0429 -2.1384 6.7736  0.135
69 H -3.8876 -3.1183 7.2999  0.081
70 H -3.4158 -1.4558 6.9283  0.080
71 H -2.9105 -2.2019 8.4540  0.079
72 H -2.7301 -3.7356 5.1958  0.088

Spin multiplicity: 1
HOMO energy (eV): -8.94
LUMO (eV): 0.6
Frontier orbital gap (Ha): 0.3497



- Which formula does entry 1 have?
  C6H9BrO2



- What is the formula in the second record?
  C7H7Cl21CrO4S